[1]
ORCA calculation (the ωB97M-V functional and the def2-TZVPD basis) on a cluster of 4 separate species, C39H76N4O8 in total.

Structure (ORCA input):
```
! wB97M-V def2-TZVPD RIJCOSX def2/J DEFGRID3
* xyz 0 1
C 4.670 -0.383 4.283
C 4.850 1.204 3.883
C 3.951 1.603 2.556
N 3.400 0.436 1.791
C 3.034 0.736 0.362
C 2.326 -0.672 -0.203
C 2.228 -0.764 -1.830
C 1.346 -2.116 -2.271
C 1.290 -2.082 -3.921
N 1.608 -3.424 -4.548
C 4.473 0.837 -0.489
C 4.449 1.775 -1.817
C 5.874 1.829 -2.692
C 7.024 0.855 -1.994
C 6.853 -0.008 -0.627
N 5.557 -0.005 0.100
C 2.017 1.989 0.124
C 0.713 1.726 1.138
C -0.728 1.666 0.289
C -1.638 0.336 0.691
C -2.104 -0.495 -0.656
C -3.724 -0.853 -0.672
C -4.010 -2.425 -0.221
C -4.778 -2.344 1.241
O -5.336 -3.684 1.524
C -6.241 -3.434 2.695
O 2.586 3.329 0.241
C 1.610 4.412 0.176
C 0.700 4.495 -1.179
C -0.642 5.422 -0.804
C -1.992 4.916 -1.652
C -3.308 4.713 -0.645
N -4.598 5.272 -1.252
H 5.029 -1.009 3.359
H 3.526 -0.580 4.433
H 5.260 -0.680 5.252
H 5.977 1.456 3.614
H 4.542 1.876 4.819
H 4.505 2.378 1.837
H 3.015 2.212 2.980
H 2.693 -0.124 2.306
H 3.003 -1.556 0.225
H 1.255 -0.854 0.227
H 1.826 0.193 -2.372
H 3.318 -0.972 -2.270
H 0.298 -2.088 -1.752
H 1.939 -3.083 -1.957
H 0.255 -1.625 -4.250
H 2.132 -1.324 -4.298
H 0.860 -4.077 -4.228
H 2.567 -3.745 -4.249
H 3.508 2.392 -2.195
H 6.027 2.465 -3.661
H 8.072 0.782 -2.548
H 7.756 -0.664 -0.250
H 1.599 1.863 -0.988
H 0.772 0.682 1.689
H 0.672 2.529 2.020
H -1.301 2.673 0.496
H -0.559 1.592 -0.876
H -2.624 0.691 1.228
H -1.077 -0.430 1.377
H -1.882 0.050 -1.666
H -1.521 -1.515 -0.673
H -4.062 -0.774 -1.804
H -4.351 -0.070 -0.065
H -4.672 -2.983 -1.041
H -3.002 -3.049 -0.168
H -3.975 -1.981 2.017
H -5.674 -1.576 1.130
H -5.842 -2.450 3.240
H -7.340 -3.244 2.338
H -6.177 -4.313 3.466
H 0.901 4.502 1.131
H 2.244 5.425 0.199
H 1.267 5.121 -2.021
H 0.272 3.482 -1.573
H -0.488 6.561 -1.032
H -0.949 5.330 0.332
H -2.297 5.818 -2.366
H -1.780 3.973 -2.316
H -3.489 3.585 -0.355
H -3.171 5.289 0.389
H -4.988 5.978 -0.566
H -5.300 4.473 -1.223
C -8.134 2.231 3.183
C -7.983 0.843 3.769
O -6.656 0.331 3.546
C -5.598 0.570 4.355
C -5.703 1.659 5.381
O -4.544 -0.040 4.195
H -7.459 2.946 3.661
H -9.159 2.591 3.303
H -7.885 2.226 2.117
H -8.249 0.801 4.829
H -8.667 0.159 3.253
H -5.334 2.596 4.954
H -5.081 1.386 6.240
H -6.709 1.800 5.771
C 6.207 0.544 -8.289
C 6.593 0.698 -6.832
O 5.429 0.893 -6.010
C 4.678 -0.110 -5.497
C 4.860 -1.498 -6.034
O 3.806 0.131 -4.665
H 5.584 -0.339 -8.449
H 7.098 0.456 -8.917
H 5.625 1.408 -8.624
H 7.201 -0.134 -6.466
H 7.206 1.600 -6.717
H 4.160 -1.663 -6.858
H 4.644 -2.210 -5.231
H 5.875 -1.712 -6.362
C -2.753 -5.035 2.246
C -2.602 -6.423 2.832
O -1.276 -6.935 2.608
C -0.217 -6.696 3.418
C -0.322 -5.607 4.444
O 0.837 -7.306 3.258
H -2.079 -4.320 2.723
H -3.779 -4.675 2.365
H -2.504 -5.040 1.179
H -2.869 -6.465 3.892
H -3.287 -7.107 2.316
H 0.046 -4.670 4.017
H 0.300 -5.880 5.303
H -1.329 -5.466 4.833
*
```

Results
* Kohn-Sham gap: 8.1 eV
* structure (SMILES): CCCN[C@](CCCCN)(c1ccccn1)[C@@H](CCCCCCCOC)OCCCCCN.CCOC(C)=O.CCOC(C)=O.CCOC(C)=O
* HOMO: -7.91 eV



[2]
ORCA calculation (the ωB97M-V functional and the def2-TZVPD basis) on a structure of composition C75H75AsHfN2O4S3Si.

Structure (ORCA input):
```
! wB97M-V def2-TZVPD RIJCOSX def2/J DEFGRID3
* xyz 2 1
Hf -0.762 0.735 0.134
C 0.091 -6.961 4.118
C 0.034 -5.502 3.786
C -0.778 -4.631 4.505
C -0.831 -3.282 4.193
C -0.032 -2.798 3.165
C 0.780 -3.643 2.423
C 0.798 -4.990 2.735
S -0.079 -1.040 3.008
O 0.111 -0.603 1.516
C 1.539 -0.520 3.578
C 1.424 0.180 4.802
C 2.463 0.915 5.286
C 3.630 1.070 4.508
C 4.671 1.932 4.933
C 5.778 2.118 4.162
C 5.896 1.442 2.929
C 4.924 0.581 2.510
C 3.753 0.364 3.287
C 2.708 -0.525 2.850
C 3.197 -1.528 1.839
C 4.118 -2.436 2.478
C 4.127 -2.615 3.891
C 4.989 -3.489 4.483
C 5.925 -4.217 3.718
C 5.945 -4.074 2.364
C 5.035 -3.200 1.721
C 5.025 -3.065 0.321
C 4.067 -2.317 -0.290
C 3.114 -1.568 0.449
S 1.629 -1.232 -0.525
O 1.227 0.284 -0.635
C 2.138 -1.524 -2.192
C 3.005 -0.653 -2.849
C 3.234 -0.828 -4.199
C 2.607 -1.856 -4.910
C 2.814 -2.007 -6.384
C 1.777 -2.734 -4.221
C 1.537 -2.577 -2.865
H -0.589 -7.212 4.928
H 1.100 -7.246 4.420
H -0.171 -7.566 3.250
H -1.392 -5.014 5.308
H -1.502 -2.619 4.720
H 1.370 -3.267 1.603
H 1.423 -5.658 2.158
H 0.488 0.132 5.343
H 2.384 1.425 6.235
H 4.561 2.447 5.877
H 6.567 2.780 4.490
H 6.771 1.604 2.315
H 5.045 0.070 1.565
H 3.423 -2.079 4.510
H 4.956 -3.626 5.554
H 6.616 -4.886 4.209
H 6.648 -4.626 1.757
H 5.756 -3.594 -0.274
H 4.034 -2.313 -1.366
H 3.480 0.157 -2.310
H 3.894 -0.148 -4.722
H 3.411 -1.193 -6.786
H 1.856 -2.018 -6.903
H 3.319 -2.947 -6.608
H 1.295 -3.543 -4.752
H 0.868 -3.251 -2.347
C -2.726 1.736 0.319
Si -2.504 3.430 1.059
C -0.798 3.275 1.900
N 0.276 2.620 1.079
C 1.435 2.337 1.970
C 2.019 3.592 2.627
C 2.108 4.774 1.652
C 2.067 4.240 0.232
C 0.771 3.479 -0.049
C -2.539 4.766 -0.256
C -1.818 5.956 -0.127
C -1.935 6.976 -1.058
C -2.801 6.834 -2.133
C -3.550 5.676 -2.267
C -3.416 4.655 -1.337
C -3.740 3.839 2.393
C -4.774 4.743 2.144
C -5.754 4.986 3.094
C -5.714 4.330 4.314
C -4.695 3.427 4.582
C -3.722 3.184 3.628
H -3.312 1.844 -0.600
H -3.343 1.170 1.025
H -0.968 2.608 2.756
H -0.444 4.214 2.326
H 2.181 1.819 1.362
H 1.099 1.651 2.742
H 3.011 3.326 2.997
H 1.430 3.857 3.506
H 3.026 5.337 1.817
H 1.285 5.475 1.810
H 2.928 3.586 0.069
H 2.143 5.043 -0.502
H 0.946 2.825 -0.908
H -0.033 4.168 -0.305
H -1.153 6.098 0.718
H -1.365 7.887 -0.939
H -2.903 7.633 -2.855
H -4.245 5.573 -3.088
H -4.027 3.766 -1.446
H -4.813 5.274 1.202
H -6.546 5.692 2.884
H -6.477 4.520 5.056
H -4.664 2.912 5.532
H -2.947 2.460 3.856
C -0.376 3.752 -3.107
As -0.962 1.978 -2.560
C -2.652 1.871 -3.526
C 0.253 0.862 -3.638
C 0.291 1.108 -5.113
C -0.426 0.296 -5.989
C -0.379 0.513 -7.359
C 0.395 1.541 -7.874
C 1.129 2.344 -7.013
C 1.078 2.128 -5.645
H -0.487 3.815 -4.191
H 0.664 3.922 -2.843
H -1.004 4.505 -2.632
H -2.461 1.457 -4.519
H -3.045 2.881 -3.634
H -3.392 1.264 -3.007
H 0.001 -0.178 -3.419
H 1.230 1.053 -3.192
H -1.008 -0.529 -5.597
H -0.942 -0.126 -8.025
H 0.434 1.710 -8.940
H 1.748 3.138 -7.409
H 1.674 2.746 -4.984
N -1.975 -0.928 -1.130
C -1.833 -2.033 -2.046
C -1.585 -3.296 -1.522
C -1.504 -4.385 -2.375
C -1.665 -4.216 -3.744
C -1.924 -2.953 -4.255
C -2.014 -1.859 -3.408
H -2.238 -1.324 -0.201
H -2.786 -0.363 -1.391
H -1.494 -3.426 -0.451
H -1.335 -5.371 -1.967
H -1.620 -5.069 -4.405
H -2.083 -2.823 -5.317
H -2.256 -0.880 -3.802
O -6.155 -6.661 -0.324
C -6.009 -5.440 -0.880
O -6.498 -5.193 -1.945
C -5.209 -4.439 -0.108
C -5.476 -3.091 -0.331
C -4.743 -2.117 0.318
C -3.699 -2.467 1.177
S -2.684 -1.216 1.898
C -3.426 -3.818 1.390
C -4.185 -4.793 0.765
H -5.828 -6.666 0.583
H -6.266 -2.827 -1.020
H -4.973 -1.071 0.162
H -2.605 -4.104 2.035
H -3.932 -5.834 0.928
*
```

Results
* relative energy (zero: lowest compared OMol25 entry of this formula, charge and spin): 214.6 kJ/mol
* Kohn-Sham gap: 6.5 eV
* HOMO: -11.61 eV